(a)
A molecular structure, C48H49BrCaN6O9P4S. Source: the OMol25 dataset; level of theory: ωB97M-V/def2-TZVPD.

```
119
Properties=species:S:1:pos:R:3
Ca 0.19 0.12 0.07
O -0.53 1.79 2.78
N -0.79 2.20 1.48
C -0.93 3.46 1.43
C -1.37 4.26 0.27
C -2.11 5.39 0.66
C -2.64 6.27 -0.26
C -2.40 6.07 -1.61
C -1.64 4.98 -2.01
C -1.11 4.07 -1.10
P -0.04 2.71 -1.73
C -0.56 2.58 -3.48
C -1.57 1.66 -3.78
C -2.02 1.50 -5.08
C -1.46 2.24 -6.11
C -0.45 3.16 -5.83
C -0.01 3.32 -4.53
C 1.58 3.52 -1.91
C 1.91 4.71 -1.27
C 3.18 5.25 -1.41
C 4.13 4.61 -2.19
C 3.81 3.41 -2.81
C 2.55 2.86 -2.66
H -0.01 0.95 2.69
H -0.80 4.00 2.37
H -2.28 5.55 1.72
H -3.21 7.13 0.08
H -2.80 6.75 -2.35
H -1.46 4.84 -3.06
H -1.99 1.07 -2.98
H -2.79 0.77 -5.30
H -1.80 2.11 -7.13
H -0.01 3.74 -6.62
H 0.78 4.04 -4.32
H 1.18 5.23 -0.66
H 3.42 6.19 -0.91
H 5.12 5.04 -2.31
H 4.55 2.89 -3.41
H 2.33 1.91 -3.13
O 4.30 1.77 0.13
P 2.88 1.19 0.56
O 1.89 2.20 0.97
O 2.40 0.31 -0.61
O 3.24 0.18 1.75
P 2.27 -1.10 2.17
O 2.43 -2.00 0.83
O 2.74 -1.74 3.39
O 0.86 -0.51 2.10
H 4.53 2.58 0.61
H 2.47 -1.32 0.11
C -4.15 -0.52 -2.52
N -4.32 0.38 -1.41
C -3.32 0.68 -0.54
N -3.64 1.45 0.52
O -2.17 0.26 -0.72
H -4.11 0.01 -3.48
H -4.97 -1.24 -2.55
H -3.22 -1.07 -2.38
H -5.21 0.85 -1.29
H -4.60 1.64 0.77
H -2.92 1.62 1.20
Br -0.53 -4.98 -4.94
C -0.34 -3.69 -3.58
C -0.28 -4.08 -2.26
C -0.16 -3.09 -1.30
N -0.10 -1.79 -1.59
C -0.12 -1.44 -2.87
C -0.26 -2.35 -3.91
H -0.31 -5.12 -1.97
H -0.12 -3.35 -0.25
H -0.01 -0.39 -3.10
H -0.27 -2.01 -4.94
C -3.60 0.45 5.29
C -2.26 0.10 5.23
C -1.80 -0.74 4.22
C -2.67 -1.25 3.26
C -4.02 -0.89 3.33
C -4.48 -0.05 4.34
P -1.92 -2.26 1.94
C -3.31 -3.22 1.24
C -3.37 -4.61 1.28
C -4.38 -5.31 0.63
C -5.36 -4.62 -0.08
C -5.30 -3.24 -0.14
C -4.28 -2.55 0.49
C -1.06 -3.51 2.95
C -1.64 -4.09 4.08
C -0.96 -5.04 4.81
C 0.33 -5.42 4.43
C 0.92 -4.85 3.32
C 0.23 -3.90 2.58
H -3.96 1.10 6.07
H -1.56 0.48 5.96
H -0.75 -1.00 4.19
H -4.73 -1.29 2.62
H -5.53 0.20 4.38
H -2.62 -5.17 1.83
H -4.40 -6.39 0.68
H -6.15 -5.17 -0.57
H -6.06 -2.69 -0.70
H -4.24 -1.47 0.40
H -2.64 -3.80 4.38
H -1.42 -5.49 5.69
H 0.87 -6.15 5.02
H 1.93 -5.11 3.04
H 0.71 -3.43 1.74
C 5.61 -1.89 -5.42
N 5.43 -1.09 -4.23
C 6.25 -0.05 -3.83
C 5.73 0.45 -2.68
N 4.61 -0.30 -2.40
C 4.41 -1.24 -3.35
S 3.14 -2.34 -3.39
H 6.68 -2.07 -5.58
H 5.19 -1.40 -6.29
H 5.10 -2.84 -5.27
H 7.13 0.23 -4.38
H 6.05 1.26 -2.05
H 3.89 -0.10 -1.71
```

Total charge: 0
Frontier orbital gap, eV: 7.2

---

(b)
A molecular structure, C48H49BrCaN6O9P4S. Source: the OMol25 dataset; level of theory: ωB97M-V/def2-TZVPD.

```
119
Properties=species:S:1:pos:R:3
Ca 0.68 -0.37 -0.21
O 0.42 1.43 1.18
N 0.63 0.69 2.31
C 0.24 1.25 3.38
C 0.22 0.54 4.66
C 0.26 1.31 5.82
C 0.22 0.74 7.08
C 0.12 -0.64 7.20
C 0.06 -1.42 6.06
C 0.11 -0.87 4.78
P -0.02 -1.97 3.30
C -0.78 -3.48 4.04
C -0.10 -4.52 4.67
C -0.79 -5.63 5.14
C -2.17 -5.71 5.00
C -2.86 -4.67 4.40
C -2.16 -3.57 3.91
C 1.73 -2.47 3.11
C 2.05 -3.68 2.49
C 3.36 -4.04 2.24
C 4.39 -3.18 2.61
C 4.10 -1.98 3.23
C 2.78 -1.63 3.48
H 1.42 1.85 -0.08
H -0.11 2.29 3.34
H 0.33 2.39 5.72
H 0.26 1.37 7.96
H 0.09 -1.10 8.17
H -0.03 -2.49 6.17
H 0.97 -4.47 4.78
H -0.25 -6.44 5.61
H -2.71 -6.57 5.37
H -3.94 -4.72 4.29
H -2.70 -2.76 3.42
H 1.25 -4.36 2.19
H 3.58 -4.98 1.76
H 5.42 -3.45 2.41
H 4.89 -1.30 3.51
H 2.56 -0.68 3.96
O 5.32 -1.07 -0.20
P 3.91 -0.55 -0.71
O 3.72 -0.77 -2.18
O 2.85 -1.03 0.22
O 4.09 1.07 -0.51
P 3.21 2.16 -1.30
O 3.44 1.82 -2.81
O 3.46 3.53 -0.90
O 1.70 1.65 -1.03
H 6.06 -0.70 -0.70
H 3.55 0.84 -2.90
C -4.03 -1.78 -0.92
N -3.78 -0.74 0.07
C -2.58 -0.12 0.18
N -2.45 0.82 1.13
O -1.64 -0.41 -0.58
H -4.87 -1.51 -1.56
H -4.23 -2.74 -0.44
H -3.14 -1.87 -1.54
H -4.52 -0.49 0.70
H -3.19 1.09 1.74
H -1.56 1.33 1.14
Br -0.25 -7.52 -0.05
C -0.05 -5.65 -0.19
C -1.03 -4.82 0.32
C -0.82 -3.45 0.21
N 0.26 -2.91 -0.36
C 1.18 -3.74 -0.85
C 1.07 -5.12 -0.80
H -1.91 -5.20 0.81
H -1.55 -2.76 0.60
H 2.05 -3.27 -1.30
H 1.84 -5.75 -1.21
C -5.11 5.49 -2.55
C -5.17 4.43 -1.65
C -3.99 3.79 -1.27
C -2.76 4.20 -1.77
C -2.72 5.26 -2.68
C -3.89 5.90 -3.06
P -1.25 3.30 -1.21
C -0.57 2.87 -2.86
C 0.62 3.27 -3.46
C 0.98 2.80 -4.71
C 0.16 1.92 -5.40
C -1.02 1.49 -4.81
C -1.37 1.95 -3.55
C -0.32 4.68 -0.46
C 0.36 5.72 -1.08
C 1.00 6.70 -0.32
C 0.95 6.67 1.06
C 0.25 5.65 1.69
C -0.36 4.66 0.94
H -6.02 5.99 -2.86
H -6.12 4.11 -1.25
H -4.03 2.97 -0.56
H -1.77 5.57 -3.09
H -3.84 6.72 -3.77
H 1.32 3.91 -2.93
H 1.93 3.11 -5.14
H 0.45 1.56 -6.38
H -1.66 0.77 -5.30
H -2.27 1.57 -3.08
H 0.39 5.81 -2.15
H 1.54 7.49 -0.83
H 1.45 7.43 1.64
H 0.20 5.61 2.78
H -0.87 3.84 1.44
C -0.45 -1.99 -6.58
N 0.74 -1.53 -5.91
C 1.89 -1.09 -6.56
C 2.78 -0.75 -5.60
N 2.16 -0.99 -4.39
C 0.91 -1.47 -4.56
S -0.19 -1.90 -3.37
H -0.22 -2.81 -7.26
H -0.91 -1.17 -7.15
H -1.15 -2.33 -5.82
H 1.97 -1.06 -7.63
H 3.78 -0.36 -5.67
H 2.58 -0.81 -3.47
```

Total charge: 0
Frontier orbital gap, eV: 7.7

---

Quick one: least stable of them? (b)

---

(a)
2 unconnected molecules or ions with the total composition C10H15NO2. Source: the OMol25 dataset; level of theory: ωB97M-V/def2-TZVPD.

```
28
Properties=species:S:1:pos:R:3
C 1.02 1.27 2.96
C 0.06 0.27 2.37
C -0.26 -0.77 3.23
C -1.18 -1.72 2.84
C -1.73 -1.75 1.62
O -2.67 -2.63 1.32
C -1.63 -0.60 0.69
C -0.58 0.30 1.10
H 1.26 2.07 2.35
H 2.03 0.95 3.34
H 0.68 1.60 3.94
H 0.29 -0.81 4.17
H -1.46 -2.52 3.55
H -2.75 -3.33 1.89
H -2.17 -0.51 -0.20
H -0.19 1.02 0.28
C 1.09 -0.69 -2.39
C -0.08 0.09 -2.96
C 0.81 1.23 -3.63
N 1.04 2.51 -3.27
O 1.36 0.88 -4.64
H 0.92 -0.84 -1.32
H 2.09 -0.39 -2.46
H 1.25 -1.60 -2.86
H -0.69 -0.44 -3.69
H -0.83 0.38 -2.27
H 1.73 3.09 -3.57
H 0.60 2.94 -2.38
```

Total charge: 0
SMILES: Cc1ccc(O)cc1.CCC(N)=O
Frontier orbital gap, eV: 9.0

---

(b)
2 unconnected molecules or ions with the total composition C10H15NO2. Source: the OMol25 dataset; level of theory: ωB97M-V/def2-TZVPD.

```
28
Properties=species:S:1:pos:R:3
C -3.59 3.19 1.36
C -2.41 2.24 1.28
C -2.66 1.04 0.58
C -1.69 0.04 0.51
C -0.57 0.28 1.28
O 0.59 -0.50 1.34
C -0.24 1.52 1.83
C -1.16 2.55 1.75
H -4.01 3.52 0.40
H -3.20 4.12 1.79
H -4.37 2.82 2.02
H -3.66 0.96 0.11
H -1.94 -0.86 -0.05
H 0.44 -1.34 0.88
H 0.76 1.61 2.29
H -0.91 3.55 2.07
C 3.73 -1.65 -1.98
C 2.53 -1.39 -1.11
C 1.36 -2.12 -1.84
N 0.88 -3.25 -1.26
O 0.88 -1.63 -2.84
H 4.31 -2.56 -1.80
H 4.44 -0.79 -1.81
H 3.46 -1.70 -3.05
H 2.51 -1.62 -0.04
H 2.40 -0.31 -1.14
H 0.44 -4.00 -1.78
H 1.67 -3.72 -0.81
```

Total charge: 0
SMILES: Cc1ccc(O)cc1.CCC(N)=O
Frontier orbital gap, eV: 8.9

---

(c)
2 unconnected molecules or ions with the total composition C10H15NO2. Source: the OMol25 dataset; level of theory: ωB97M-V/def2-TZVPD.

```
28
Properties=species:S:1:pos:R:3
C 3.52 0.75 1.82
C 0.93 0.76 2.17
C 0.34 -1.53 1.58
C 0.64 1.07 0.79
C -0.73 -1.07 0.65
C 0.12 -0.10 -0.14
C -1.99 -0.34 1.18
C 0.37 1.31 -2.11
C -1.34 -0.52 -2.35
C -0.65 0.46 -1.36
N 3.41 -0.39 1.93
O 0.82 -2.62 1.48
O 0.77 -0.54 2.51
H 0.07 1.96 0.79
H 1.68 1.35 0.57
H -0.98 -2.01 0.12
H 1.12 -0.63 -0.33
H -1.59 0.60 1.82
H -2.57 -0.95 1.86
H -2.71 -0.08 0.32
H 1.24 0.90 -2.52
H 0.57 2.29 -1.55
H -0.23 1.87 -2.88
H -1.76 -1.36 -1.89
H -0.60 -0.91 -3.13
H -2.18 0.01 -2.75
H -1.51 1.05 -0.97
H 3.24 -1.30 2.38
```

Total charge: 0
Frontier orbital gap, eV: 8.9

---

Quick one: least stable of them? (c)

---

(a)
A molecular structure, C3H5IN2. Source: the OMol25 dataset; level of theory: ωB97M-V/def2-TZVPD.

```
11
Properties=species:S:1:pos:R:3
C -0.52 1.73 -0.04
C -0.17 -1.33 0.62
C -0.10 0.74 -0.99
N -0.88 2.37 0.87
N 0.64 -0.49 -0.23
I 2.36 0.31 0.40
H 0.43 -2.11 0.77
H -0.44 -0.94 1.72
H -1.05 -1.60 -0.04
H -0.92 0.24 -1.39
H 0.65 1.08 -1.71
```

Total charge: 0
Frontier orbital gap, eV: 8.9

---

(b)
A molecular structure, C3H5IN2. Source: the OMol25 dataset; level of theory: ωB97M-V/def2-TZVPD.

```
11
Properties=species:S:1:pos:R:3
C -0.50 1.50 0.32
C 0.35 -2.16 0.01
C -0.94 0.84 -0.70
N -0.33 2.46 1.08
N 0.61 -1.09 -0.62
I 2.31 -0.05 -0.10
H 0.90 -2.48 0.93
H 0.37 2.56 1.75
H -0.45 -2.79 -0.34
H -1.59 0.05 -0.67
H -0.73 1.17 -1.67
```

Total charge: 0
Frontier orbital gap, eV: 8.2

---

Quick one: least stable of them? (b)

---

(a)
A gas-phase ion, C2HO4 (charge -1). Source: the OMol25 dataset; level of theory: ωB97M-V/def2-TZVPD.

```
7
Properties=species:S:1:pos:R:3
O -1.11 1.16 0.96
C -1.08 0.40 0.01
O -1.86 0.04 -0.83
C 0.56 -0.12 -0.20
O 1.26 -0.36 0.98
O 0.94 -1.44 0.07
H 1.29 0.32 -0.98
```

Total charge: -1
SMILES: O=C([O-])C1OO1
Frontier orbital gap, eV: 8.6

---

(b)
2 unconnected molecules or ions with the total composition C2HO4. Source: the OMol25 dataset; level of theory: ωB97M-V/def2-TZVPD.

```
7
Properties=species:S:1:pos:R:3
C -1.27 -0.15 0.09
C 1.44 0.09 -0.23
O 1.60 0.53 0.85
O -1.10 -0.99 0.94
O 1.97 -0.34 -1.18
O -0.43 0.49 -0.60
H -2.21 0.36 0.12
```

Total charge: -1
Frontier orbital gap, eV: 9.3

---

Quick one: least stable of them? (a)

---

(a)
A gas-phase ion, C12H18N3 (charge +1). Source: the OMol25 dataset; level of theory: ωB97M-V/def2-TZVPD.

```
33
Properties=species:S:1:pos:R:3
C 1.91 -0.16 2.91
C 1.37 0.20 1.73
C 0.54 -0.80 1.10
C -0.80 -0.08 0.11
C -1.72 0.53 1.21
C -1.51 2.11 1.01
C -1.03 2.18 -0.43
N -0.69 0.86 -0.88
C 0.11 0.77 -2.07
C 1.02 -0.35 -2.31
C 0.27 -1.66 -2.54
C 1.05 -1.02 -3.66
N -0.15 -1.63 2.07
C 0.21 -1.60 3.26
N 1.51 -1.14 3.66
H 1.62 0.97 1.09
H 0.94 -1.52 0.32
H -1.25 -1.01 -0.26
H -1.49 0.30 2.25
H -2.79 0.29 1.03
H -2.54 2.50 1.16
H -0.71 2.45 1.79
H -1.80 2.54 -1.14
H -0.05 2.80 -0.45
H -0.65 0.85 -2.82
H 0.68 1.70 -2.10
H 1.93 -0.52 -1.72
H -0.89 -1.68 -2.59
H 0.68 -2.46 -1.84
H 2.14 -1.43 -3.81
H 0.51 -0.66 -4.52
H -0.43 -1.91 3.98
H 2.02 -1.42 4.45
```

Total charge: +1
SMILES: C1=C[C@H]([C@H]2CCCN2CC2CC2)N=C[NH+]=1
Frontier orbital gap (alpha / beta), eV: 6.1 / 7.4

---

(b)
A gas-phase ion, C12H18N3 (charge +1). Source: the OMol25 dataset; level of theory: ωB97M-V/def2-TZVPD.

```
33
Properties=species:S:1:pos:R:3
C 1.81 2.40 0.06
C 1.57 1.67 1.14
C 1.41 0.23 0.85
C -0.12 -0.22 0.63
C -0.26 -1.10 -0.63
N -0.78 -0.51 -1.68
C -0.82 -1.41 -2.75
C -0.32 -2.68 -2.17
C 0.11 -2.45 -0.91
C -0.73 -0.87 1.86
C -1.61 0.23 2.48
C -2.17 0.99 1.18
N -0.95 0.94 0.37
N 2.06 0.23 -0.53
C 1.90 1.49 -1.15
H 1.90 3.45 -0.08
H 1.53 2.08 2.25
H 1.95 -0.49 1.41
H -0.72 0.48 -1.68
H -0.02 -1.18 -3.50
H -1.83 -1.52 -3.20
H -0.22 -3.63 -2.66
H 0.14 -3.19 -0.13
H -1.33 -1.75 1.60
H -0.01 -1.22 2.54
H -2.43 -0.27 2.97
H -1.13 0.88 3.21
H -2.95 0.51 0.65
H -2.42 2.08 1.42
H -0.31 1.66 0.59
H 3.01 0.07 -0.54
H 1.01 1.42 -1.82
H 2.71 1.67 -1.80
```

Total charge: +1
SMILES: C1=C[C@@H]([C@@]2(C3=[NH+]CC=C3)CCCN2)NC1
Frontier orbital gap, eV: 8.6

---

Quick one: least stable of them? (a)

---

(a)
3 unconnected molecules or ions with the total composition C18H15F3. Source: the OMol25 dataset; level of theory: ωB97M-V/def2-TZVPD.

```
36
Properties=species:S:1:pos:R:3
F 0.89 -14.59 2.85
C 1.16 -15.42 1.79
C 0.14 -15.85 0.95
C 0.37 -16.78 -0.02
C 1.62 -17.37 -0.21
C 2.66 -16.93 0.59
C 2.46 -15.88 1.53
H -0.82 -15.42 1.18
H -0.41 -17.14 -0.67
H 1.89 -17.97 -1.06
H 3.67 -17.22 0.33
H 3.26 -15.42 2.10
F -0.57 -5.34 7.73
C -0.34 -5.99 6.56
C 0.00 -7.32 6.54
C 0.03 -7.94 5.36
C -0.28 -7.25 4.20
C -0.52 -5.88 4.18
C -0.60 -5.26 5.40
H 0.22 -7.92 7.41
H 0.11 -9.02 5.33
H -0.21 -7.87 3.32
H -0.66 -5.51 3.17
H -0.84 -4.22 5.56
F -4.51 -10.48 5.70
C -5.52 -9.85 6.29
C -6.26 -8.94 5.49
C -7.33 -8.22 6.08
C -7.45 -8.32 7.45
C -6.71 -9.12 8.23
C -5.71 -9.91 7.68
H -6.09 -8.80 4.43
H -7.83 -7.46 5.50
H -8.19 -7.71 7.95
H -6.89 -9.20 9.29
H -5.14 -10.58 8.30
```

Total charge: 0
SMILES: Fc1ccccc1.Fc1ccccc1.Fc1ccccc1
Frontier orbital gap, eV: 9.9

---

(b)
3 unconnected molecules or ions with the total composition C18H15F3. Source: the OMol25 dataset; level of theory: ωB97M-V/def2-TZVPD.

```
36
Properties=species:S:1:pos:R:3
F 7.40 48.27 16.30
C 6.78 49.40 16.72
C 7.41 50.54 17.27
C 6.60 51.57 17.76
C 5.33 51.62 17.43
C 4.68 50.63 16.68
C 5.44 49.45 16.40
H 8.48 50.62 17.54
H 6.95 52.27 18.30
H 4.72 52.28 17.80
H 3.64 50.71 16.31
H 5.26 48.44 15.78
F 2.04 46.68 19.58
C 1.36 47.73 18.92
C 0.16 47.51 18.39
C -0.34 48.41 17.60
C 0.24 49.69 17.40
C 1.54 50.01 18.02
C 2.07 49.01 18.79
H -0.40 46.54 18.68
H -1.28 48.31 17.20
H -0.26 50.39 16.73
H 1.88 50.97 17.79
H 3.10 49.22 19.07
F 2.98 45.74 12.49
C 2.28 46.86 12.89
C 3.00 47.96 13.43
C 2.30 49.14 13.74
C 0.85 49.16 13.65
C 0.17 47.97 13.11
C 0.94 46.87 12.68
H 4.12 47.90 13.50
H 2.87 49.92 14.13
H 0.10 50.12 13.99
H -0.84 47.97 12.94
H 0.47 46.11 12.46
```

Total charge: 0
SMILES: Fc1ccccc1.Fc1ccccc1.Fc1ccccc1
Frontier orbital gap, eV: 9.7

---

Quick one: least stable of them? (b)